One molecule with the formula C5H7FO in a non-equilibrium geometry, computed with ωB97M-V with the def2-TZVPD basis set.

```
14
C5H7FO | the OMol25 dataset | ωB97M-V with the def2-TZVPD basis set
H 2.385 -0.340 -1.882
H 1.478 0.206 0.683
H -0.160 -0.202 2.443
C 1.455 -0.670 -2.076
H -1.286 1.626 0.178
C -0.326 1.259 0.716
F 1.063 -1.082 -3.311
H -0.601 -1.028 -1.383
C 0.464 -0.668 -1.107
H -2.611 -0.210 1.361
C 0.509 -0.011 0.214
C -0.641 -0.024 1.473
H 0.127 1.930 1.331
O -1.854 -0.786 1.361
```

Computed properties:
E_LUMO (alpha / beta) (eV): 0.871 / -1.603
Charge: 0
HOMO (alpha / beta) (Ha): -0.1953 / -0.3653
ΔE to the lowest compared entry with this formula, charge and spin (kcal per mole): 44.3
⟨S²⟩: 2.01
Spin multiplicity: 3